Entry 1:
Computed, not measured: C30H21Br2I2N5O5Ta as an isolated structure at a distorted geometry, with ωB97M-V/def2-TZVPD.

Properties
**Spin multiplicity**: 1
**ΔE to the lowest compared entry with this formula, charge and spin**: 15.3 kcal/mol
**Net charge**: +3
**Max |F|**: 0.025 Eh/bohr

CARTESIAN COORDINATES (ANGSTROEM)
Ta1 0.032 0.284 0.269
I1 -7.754 -0.653 0.927
C1 -5.736 -0.481 0.576
C2 -5.173 -1.111 -0.536
C3 -3.809 -1.005 -0.796
I2 -3.007 -1.928 -2.457
C4 -3.065 -0.264 0.092
O1 -1.686 -0.110 -0.121
C5 -3.572 0.380 1.208
C6 -2.700 1.158 2.172
N1 -1.477 1.767 1.562
C7 -1.925 2.820 0.634
C8 -0.786 3.271 -0.196
C9 -0.772 4.522 -0.782
C10 0.310 4.905 -1.546
C11 1.368 4.017 -1.695
C12 1.284 2.785 -1.101
N2 0.224 2.385 -0.344
C13 -4.939 0.271 1.439
H1 -5.802 -1.682 -1.205
H2 -2.384 0.537 3.007
H3 -3.300 1.962 2.605
H4 -0.982 2.221 2.328
H5 -2.360 3.666 1.173
H6 -2.719 2.411 0.004
H7 -1.608 5.190 -0.623
H8 0.338 5.882 -2.012
H9 2.246 4.271 -2.272
H10 2.076 2.080 -1.241
H11 -5.380 0.772 2.292
Br1 -0.483 -1.965 6.621
C14 -0.307 -1.474 4.859
C15 -1.261 -1.848 3.916
C16 -1.108 -1.413 2.619
N3 -0.052 -0.672 2.221
C17 0.936 -0.409 3.117
C18 0.815 -0.750 4.443
C19 2.178 0.129 2.514
C20 3.380 0.146 3.179
C21 4.545 0.432 2.464
Br2 6.172 0.471 3.313
C22 4.454 0.630 1.089
C23 3.213 0.614 0.501
N4 2.068 0.425 1.195
H12 -2.113 -2.457 4.184
H13 -1.840 -1.666 1.864
H14 1.588 -0.500 5.154
H15 3.442 -0.103 4.228
H16 5.337 0.785 0.484
H17 3.129 0.732 -0.567
O2 0.740 -1.531 -0.439
C24 0.962 -1.073 -1.630
O3 0.729 0.217 -1.660
C25 1.399 -1.848 -2.740
C26 1.710 -3.202 -2.543
C27 2.133 -3.957 -3.620
C28 2.224 -3.329 -4.850
C29 1.916 -1.998 -5.079
C30 1.498 -1.242 -4.002
N5 2.682 -4.146 -6.018
O4 2.892 -5.318 -5.808
O5 2.838 -3.554 -7.062
H18 1.614 -3.653 -1.566
H19 2.383 -5.003 -3.530
H20 2.005 -1.591 -6.075
H21 1.236 -0.201 -4.135

***

Entry 2:
Computed, not measured: a 4-piece molecular cluster, C30H21F25N4O5 overall at a distorted geometry, with ωB97M-V/def2-TZVPD.

Properties
**Spin multiplicity**: 1
**DFT total energy**: -115575.3672 eV
**Max |F|**: 0.121 Eh/bohr
**Structure (SMILES)**: O=C(F)NC(=O)c1cnc2c(-c3ccncc3)cccc2n1.FC(F)C(F)(F)COC(F)(F)C(F)F.FC(F)C(F)(F)COC(F)(F)C(F)F.FC(F)C(F)(F)COC(F)(F)C(F)F

CARTESIAN COORDINATES (ANGSTROEM)
O1 -3.094 -0.731 3.995
C1 -2.527 0.028 3.171
F1 -1.408 0.768 3.651
N1 -3.097 0.118 1.815
C2 -2.112 -0.319 0.769
O2 -2.309 -1.314 0.014
C3 -0.785 0.607 0.633
C4 -1.019 2.140 0.501
N2 0.061 3.065 0.407
C5 1.352 2.432 0.457
C6 2.631 3.334 0.410
C7 2.444 4.904 0.269
C8 2.692 5.717 -1.052
C9 2.538 7.244 -1.217
N3 2.151 8.056 -0.113
C10 1.887 7.358 1.096
C11 1.984 5.857 1.449
C12 4.088 2.786 0.466
C13 4.258 1.229 0.558
C14 2.998 0.333 0.594
C15 1.508 0.892 0.554
N4 0.461 -0.090 0.642
H1 -3.430 1.080 1.603
H2 -2.083 2.563 0.504
H3 3.017 5.119 -1.983
H4 2.739 7.715 -2.235
H5 1.540 8.030 1.973
H6 1.724 5.431 2.487
H7 4.935 3.545 0.422
H8 5.308 0.752 0.588
H9 3.163 -0.804 0.663
F2 3.081 -3.166 -0.334
C16 2.462 -4.109 0.404
F3 2.270 -3.562 1.636
C17 3.254 -5.414 0.515
F4 4.389 -5.242 1.239
F5 2.490 -6.295 1.227
C18 3.615 -6.108 -0.816
O3 4.916 -5.846 -1.376
C19 5.078 -4.655 -2.121
F6 3.863 -4.169 -2.443
F7 5.653 -5.017 -3.290
C20 5.978 -3.622 -1.421
F8 5.575 -3.361 -0.160
F9 5.962 -2.441 -2.088
H10 1.474 -4.287 -0.030
H11 3.640 -7.179 -0.596
H12 2.826 -5.997 -1.565
H13 7.009 -3.979 -1.373
F10 1.139 -4.576 -3.290
C21 0.127 -4.078 -2.561
F11 0.254 -4.617 -1.315
C22 -1.257 -4.391 -3.138
F12 -1.535 -5.716 -3.066
F13 -2.177 -3.775 -2.341
C23 -1.515 -3.905 -4.581
O4 -1.308 -4.846 -5.650
C24 0.018 -5.033 -6.105
F14 0.783 -4.016 -5.659
F15 -0.024 -4.901 -7.450
C25 0.587 -6.418 -5.756
F16 0.474 -6.702 -4.441
F17 1.907 -6.485 -6.058
H14 0.274 -2.997 -2.465
H15 -2.586 -3.685 -4.633
H16 -1.026 -2.950 -4.786
H17 0.065 -7.201 -6.311
F18 -5.966 3.518 2.391
C26 -4.803 4.061 2.003
F19 -4.045 3.032 1.519
C27 -4.056 4.785 3.126
F20 -3.617 3.913 4.066
F21 -2.933 5.337 2.579
C28 -4.822 5.929 3.827
O5 -5.517 5.618 5.047
C29 -6.798 5.026 4.933
F22 -7.249 5.193 3.673
F23 -7.620 5.756 5.719
C30 -6.830 3.561 5.399
F24 -5.885 2.810 4.794
F25 -8.025 2.993 5.111
H18 -5.004 4.739 1.166
H19 -4.059 6.648 4.141
H20 -5.457 6.484 3.133
H21 -6.666 3.495 6.477

***

Entry 3:
Computed, not measured: C30H21FeI2NO5P as an isolated structure at a distorted geometry, with ωB97M-V/def2-TZVPD.

Properties
**Spin multiplicity**: 5
**DFT total energy**: -103055.1291 eV
**Net charge**: -1
**Max |F|**: 0.057 Eh/bohr

CARTESIAN COORDINATES (ANGSTROEM)
Fe1 -1.180 -0.771 -0.236
O1 -2.987 0.955 5.265
C1 -2.537 0.337 4.110
C2 -1.227 -0.052 3.844
C3 -0.894 -0.687 2.619
N1 -1.812 -0.759 1.661
C4 -3.143 -0.546 1.952
C5 -3.503 0.107 3.122
C6 -4.267 -0.924 1.076
O2 -5.363 -0.431 1.463
O3 -4.096 -1.756 0.171
C7 0.467 -1.314 2.478
O4 1.298 -0.772 3.259
O5 0.602 -2.253 1.646
H1 -2.241 0.958 5.907
H2 -0.458 -0.006 4.563
H3 -4.484 0.553 3.345
C8 2.993 3.191 1.996
C9 1.903 3.604 1.161
C10 1.335 2.682 0.250
C11 1.788 1.333 0.237
C12 2.891 0.966 1.071
C13 3.506 1.939 1.848
P1 0.938 0.054 -0.737
C14 2.279 -1.015 -1.227
C15 1.898 -2.416 -1.333
C16 2.883 -3.279 -1.814
C17 4.198 -2.843 -2.054
C18 4.493 -1.494 -1.965
C19 3.558 -0.533 -1.554
C20 0.543 0.964 -2.246
C21 1.458 1.582 -3.083
C22 0.996 2.447 -4.119
C23 -0.377 2.571 -4.307
C24 -1.292 2.074 -3.418
C25 -2.672 2.374 -3.462
C26 -3.551 1.741 -2.644
C27 -3.114 0.621 -1.900
C28 -1.773 0.495 -1.597
C29 -0.832 1.202 -2.412
H4 3.304 3.867 2.812
H5 1.578 4.651 1.145
H6 0.645 2.962 -0.548
H7 3.263 -0.060 1.086
H8 4.426 1.625 2.401
H9 0.882 -2.727 -1.035
H10 2.649 -4.358 -1.947
H11 4.935 -3.495 -2.424
H12 5.517 -1.236 -2.102
H13 3.799 0.535 -1.572
H14 2.541 1.426 -2.957
H15 1.711 2.924 -4.775
H16 -0.725 3.092 -5.219
H17 -2.887 3.212 -4.101
H18 -4.596 2.079 -2.566
H19 -3.866 0.011 -1.411
I1 -1.488 -4.174 2.547
C30 -2.492 -5.845 3.032
I2 -1.946 -2.967 -1.617
H20 -2.236 -6.745 2.494
H21 -3.239 -5.676 3.823

***

Entry 4:
Computed, not measured: a 3-piece molecular cluster, C30H22BFO10S overall at a distorted geometry, with ωB97M-V/def2-TZVPD.

Properties
**Spin multiplicity**: 1
**DFT total energy**: -66171.1157 eV
**Max |F|**: 0.053 Eh/bohr

CARTESIAN COORDINATES (ANGSTROEM)
O1 -0.313 0.467 -1.991
S1 -1.382 -0.432 -1.482
O2 -0.769 -1.842 -0.838
C1 0.127 -2.504 -1.746
C2 1.181 -3.272 -0.846
F1 0.571 -3.891 0.261
O3 -1.968 0.358 -0.062
O4 -1.547 -0.411 1.046
B1 -0.503 0.235 1.777
O5 -0.132 1.589 1.607
O6 0.242 -0.543 2.712
H1 0.746 -1.798 -2.366
H2 -0.400 -3.233 -2.417
H3 1.847 -2.472 -0.419
H4 1.781 -4.008 -1.437
H5 0.816 1.576 1.408
H6 0.522 -1.321 2.198
C3 -6.317 1.964 8.479
C4 -7.594 2.185 7.969
C5 -7.795 2.238 6.597
C6 -6.717 2.082 5.728
C7 -5.434 1.884 6.240
C8 -5.239 1.814 7.618
C9 -4.270 1.764 5.329
O7 -3.151 1.588 5.775
C10 -4.492 1.872 3.868
C11 -3.402 1.819 3.001
C12 -3.600 1.906 1.629
C13 -4.888 2.037 1.117
C14 -5.977 2.095 1.977
C15 -5.781 2.023 3.355
C16 -6.946 2.122 4.264
O8 -8.073 2.240 3.818
H7 -6.162 1.914 9.550
H8 -8.432 2.314 8.643
H9 -8.791 2.405 6.204
H10 -4.247 1.648 8.019
H11 -2.397 1.715 3.395
H12 -2.749 1.871 0.955
H13 -5.043 2.097 0.046
H14 -6.977 2.202 1.574
C17 5.334 -4.835 -4.836
C18 6.467 -4.616 -5.613
C19 6.943 -3.326 -5.802
C20 6.279 -2.247 -5.223
C21 5.129 -2.464 -4.463
C22 4.665 -3.763 -4.262
C23 4.384 -1.322 -3.881
O9 3.382 -1.509 -3.214
C24 4.874 0.053 -4.131
C25 4.153 1.140 -3.640
C26 4.611 2.432 -3.857
C27 5.795 2.644 -4.559
C28 6.514 1.565 -5.055
C29 6.050 0.268 -4.851
C30 6.807 -0.875 -5.416
O10 7.839 -0.691 -6.033
H15 4.968 -5.844 -4.682
H16 6.982 -5.453 -6.071
H17 7.829 -3.160 -6.404
H18 3.780 -3.937 -3.663
H19 3.233 0.980 -3.090
H20 4.046 3.276 -3.479
H21 6.155 3.653 -4.722
H22 7.432 1.736 -5.605

***

Entry 5:
Computed, not measured: C30H22BrF5N5O2SSeTi as an isolated structure, with ωB97M-V/def2-TZVPD.

Properties
**Spin multiplicity**: 2
**ΔE to the lowest compared entry with this formula, charge and spin**: 2.0 kcal/mol
**Max |F|**: 0.008 Eh/bohr

CARTESIAN COORDINATES (ANGSTROEM)
Ti1 0.936 -0.581 -0.789
O1 0.378 -2.354 -0.661
C1 -0.759 -3.050 -0.668
C2 -0.748 -4.368 -0.205
C3 -1.912 -5.109 -0.171
C4 -3.118 -4.559 -0.606
C5 -3.133 -3.264 -1.076
C6 -1.970 -2.487 -1.111
C7 -2.045 -1.142 -1.632
N1 -1.064 -0.317 -1.604
N2 -1.247 0.904 -2.241
C8 -0.083 1.448 -2.438
O2 1.048 0.885 -2.102
C9 -0.015 2.790 -3.067
C10 -1.173 3.453 -3.469
C11 -1.087 4.713 -4.037
C12 0.152 5.320 -4.206
C13 1.305 4.661 -3.807
C14 1.224 3.398 -3.239
H1 0.198 -4.789 0.116
H2 -1.883 -6.128 0.193
H3 -4.028 -5.142 -0.577
H4 -4.063 -2.823 -1.416
H5 -2.976 -0.823 -2.100
H6 -2.130 2.969 -3.333
H7 -1.988 5.225 -4.350
H8 0.216 6.304 -4.652
H9 2.272 5.129 -3.939
H10 2.114 2.871 -2.924
C15 -0.031 -2.733 4.328
C16 0.168 -1.471 3.542
C17 0.273 -0.226 4.148
C18 0.394 0.916 3.374
C19 0.418 0.758 2.003
Br1 0.520 2.288 0.898
N3 0.382 -0.420 1.394
C20 0.244 -1.510 2.162
H11 -0.986 -2.707 4.854
H12 0.764 -2.874 5.061
H13 -0.047 -3.600 3.668
H14 0.253 -0.141 5.228
H15 0.467 1.900 3.810
H16 0.203 -2.453 1.635
C21 -3.063 1.283 0.732
N4 -2.976 1.191 2.176
C22 -2.832 2.261 3.043
C23 -2.830 1.772 4.297
N5 -2.962 0.400 4.178
C24 -3.054 0.024 2.873
S1 -3.219 -1.526 2.274
H17 -3.410 2.278 0.464
H18 -3.767 0.532 0.378
H19 -2.096 1.103 0.268
H20 -2.749 3.273 2.688
H21 -2.751 2.269 5.246
H22 -3.018 -0.272 4.922
F1 3.001 -5.454 2.816
C25 3.129 -4.314 2.136
C26 3.263 -3.115 2.811
F2 3.263 -3.104 4.150
C27 3.376 -1.934 2.097
F3 3.453 -0.797 2.797
C28 3.369 -1.910 0.710
Se1 3.441 -0.274 -0.285
C29 3.255 -3.136 0.059
F4 3.239 -3.181 -1.272
C30 3.126 -4.325 0.752
F5 2.984 -5.486 0.105

***

Entry 6:
Computed, not measured: C30H22F6NRuS2 as an isolated structure, with ωB97M-V/def2-TZVPD.

Properties
**Spin multiplicity**: 6
**ΔE to the lowest compared entry with this formula, charge and spin**: 0.0 kcal/mol
**Max |F|**: 0.003 Eh/bohr

CARTESIAN COORDINATES (ANGSTROEM)
Ru1 -0.407 1.285 -0.352
C1 4.001 3.540 4.902
C2 2.498 3.652 4.616
C3 2.300 4.642 3.468
C4 1.779 4.200 5.857
C5 1.945 2.268 4.282
C6 2.049 1.237 5.237
C7 1.587 -0.040 5.005
C8 0.991 -0.307 3.776
S1 0.320 -1.783 3.156
C9 -0.073 -0.971 1.675
N1 0.261 0.288 1.648
C10 0.870 0.698 2.820
C11 1.349 1.984 3.068
C12 -0.723 -1.607 0.528
C13 -1.013 -2.971 0.521
C14 -1.608 -3.539 -0.590
C15 -1.914 -2.739 -1.685
C16 -1.629 -1.380 -1.667
C17 -1.025 -0.777 -0.565
H1 4.410 4.524 5.142
H2 4.533 3.151 4.033
H3 4.205 2.880 5.746
H4 2.709 5.612 3.752
H5 1.242 4.783 3.235
H6 2.814 4.317 2.562
H7 2.170 5.188 6.109
H8 1.918 3.554 6.724
H9 0.707 4.293 5.674
H10 2.513 1.447 6.192
H11 1.687 -0.810 5.758
H12 1.248 2.727 2.289
H13 -0.765 -3.592 1.376
H14 -1.828 -4.598 -0.608
H15 -2.373 -3.180 -2.562
H16 -1.876 -0.784 -2.540
F1 2.503 -3.578 -3.119
C18 2.321 -2.312 -2.746
C19 1.406 -1.515 -3.411
F2 0.692 -2.022 -4.416
C20 1.223 -0.206 -3.011
F3 0.296 0.518 -3.644
C21 1.924 0.347 -1.941
S2 1.593 1.987 -1.375
C22 2.842 -0.478 -1.300
F4 3.540 -0.019 -0.258
C23 3.043 -1.790 -1.688
F5 3.928 -2.555 -1.047
F6 -3.507 2.257 -5.065
C24 -3.138 2.395 -3.777
C25 -3.717 1.576 -2.825
C26 -3.334 1.714 -1.505
C27 -2.370 2.671 -1.114
C28 -1.913 2.770 0.264
C29 -1.819 3.490 -2.129
C30 -2.195 3.353 -3.449
H17 -4.454 0.843 -3.125
H18 -3.772 1.072 -0.751
H19 -2.564 2.337 1.018
H20 -1.456 3.710 0.558
H21 -1.079 4.233 -1.858
H22 -1.768 3.972 -4.226

***

Entry 7:
Computed, not measured: C30H23AuCl4IN5O2S as an isolated structure, with ωB97M-V/def2-TZVPD.

Properties
**Spin multiplicity**: 1
**ΔE to the lowest compared entry with this formula, charge and spin**: 0.0 kcal/mol
**Max |F|**: 0.002 Eh/bohr

CARTESIAN COORDINATES (ANGSTROEM)
Au1 0.464 -2.115 0.769
Cl1 6.000 2.296 3.869
C1 4.470 1.557 3.460
C2 3.311 2.111 3.928
C3 2.074 1.542 3.619
I1 0.336 2.410 4.377
C4 1.914 0.391 2.825
O1 0.794 -0.122 2.548
C5 3.175 -0.182 2.338
N1 3.084 -1.295 1.570
C6 4.177 -1.858 1.118
C7 5.466 -1.363 1.382
C8 5.588 -0.239 2.146
C9 4.433 0.395 2.657
H1 3.356 2.998 4.545
H2 4.047 -2.748 0.507
H3 6.335 -1.869 0.983
H4 6.560 0.179 2.372
Cl2 -5.780 3.279 -7.418
C10 -4.593 2.760 -6.267
C11 -4.959 1.913 -5.236
C12 -3.990 1.519 -4.328
C13 -2.666 1.938 -4.422
C14 -1.680 1.453 -3.378
C15 -0.642 0.487 -3.940
N2 0.157 -0.073 -2.862
C16 1.479 0.194 -2.603
C17 1.789 -0.467 -1.457
N3 0.667 -1.125 -1.014
C18 -0.295 -0.866 -1.875
O2 -0.980 2.492 -2.741
C19 -1.730 3.143 -1.709
C20 -2.065 2.218 -0.579
C21 -1.148 1.761 0.328
Cl3 0.494 2.230 0.386
S1 -1.818 0.657 1.457
C22 -3.355 0.792 0.716
C23 -3.349 1.650 -0.340
C24 -2.340 2.790 -5.476
Cl4 -0.722 3.383 -5.699
C25 -3.290 3.205 -6.396
H5 -5.982 1.577 -5.144
H6 -4.269 0.865 -3.510
H7 -2.263 0.895 -2.634
H8 0.032 1.004 -4.617
H9 -1.138 -0.316 -4.487
H10 2.059 0.841 -3.236
H11 2.710 -0.498 -0.903
H12 -1.307 -1.227 -1.806
H13 -2.647 3.571 -2.128
H14 -1.090 3.957 -1.374
H15 -4.192 0.238 1.111
H16 -4.224 1.892 -0.930
H17 -3.011 3.868 -7.202
N4 -0.023 -5.098 6.207
C26 0.015 -4.483 4.991
C27 0.536 -5.130 3.864
C28 0.588 -4.457 2.668
N5 0.164 -3.196 2.513
C29 -0.333 -2.567 3.592
C30 -0.429 -3.168 4.824
H18 0.133 -6.087 6.266
H19 -0.548 -4.679 6.953
H20 0.905 -6.145 3.925
H21 0.985 -4.936 1.784
H22 -0.613 -1.534 3.451
H23 -0.825 -2.605 5.658